[1]
{
  "formula": "C31H36AsClPtSSbSe",
  "method": "ωB97M-V/def2-TZVPD",
  "symbols": ["Pt", "S", "Sb", "C", "C", "C", "C", "C", "C", "C", "C", "C", "C", "C", "C", "C", "C", "C", "C", "C", "C", "H", "H", "H", "H", "H", "H", "H", "H", "H", "H", "H", "H", "H", "H", "H", "Cl", "C", "C", "C", "C", "C", "C", "C", "H", "H", "H", "H", "H", "H", "Se", "C", "C", "As", "C", "C", "C", "C", "H", "H", "H", "H", "H", "H", "H", "H", "H", "H", "H", "H", "H", "H", "H"],
  "coordinates": [[-0.7704, -0.3517, 0.4077], [1.3746, 0.4783, 0.8438], [1.8164, 1.3173, -1.2704], [2.4951, -0.1667, -2.5884], [2.2550, -0.0304, -3.9520], [2.7322, -0.9968, -4.8265], [3.4392, -2.0859, -4.3362], [3.6725, -2.2178, -2.9735], [3.1986, -1.2574, -2.0925], [0.1489, 2.2101, -2.1870], [0.0323, 3.5949, -2.1914], [-1.0885, 4.1833, -2.7613], [-2.0793, 3.3898, -3.3226], [-1.9553, 2.0059, -3.3222], [-0.8399, 1.4090, -2.7520], [3.2945, 2.8004, -1.0708], [4.1673, 3.0463, -2.1251], [5.1148, 4.0509, -2.0039], [5.1828, 4.8028, -0.8376], [4.3099, 4.5510, 0.2121], [3.3604, 3.5460, 0.0995], [1.6945, 0.8137, -4.3363], [2.5480, -0.9001, -5.8881], [3.8096, -2.8378, -5.0201], [4.2218, -3.0701, -2.5966], [3.3690, -1.3652, -1.0274], [0.8064, 4.2171, -1.7569], [-1.1859, 5.2604, -2.7659], [-2.9519, 3.8518, -3.7645], [-2.7243, 1.3893, -3.7690], [-0.7509, 0.3286, -2.7518], [4.1246, 2.4523, -3.0316], [5.8011, 4.2449, -2.8170], [5.9231, 5.5860, -0.7455], [4.3708, 5.1343, 1.1209], [2.6856, 3.3370, 0.9238], [-7.1448, 0.4233, 2.5172], [-5.4845, 0.7488, 2.1596], [-5.0955, 0.9640, 0.8453], [-3.7644, 1.2090, 0.5670], [-2.8028, 1.2322, 1.5810], [-1.3783, 1.4203, 1.2445], [-3.2317, 1.0484, 2.8989], [-4.5605, 0.8049, 3.1942], [-5.8354, 0.9406, 0.0573], [-3.4528, 1.3660, -0.4591], [-0.7666, 1.7395, 2.0837], [-1.2426, 2.1177, 0.4102], [-2.5129, 1.1206, 3.7090], [-4.8899, 0.6706, 4.2153], [-2.1127, -2.1190, -0.4010], [0.4311, -4.4874, 0.2635], [0.4430, -3.5832, 1.4836], [-1.1631, -2.5152, 1.7587], [-2.5485, -3.6970, 2.5176], [-2.0273, -5.0349, 3.0314], [-0.6179, -1.4621, 3.3435], [-0.5087, -2.2756, 4.6258], [1.3554, -5.0630, 0.2232], [0.3467, -3.9060, -0.6559], [-0.4017, -5.1911, 0.2870], [1.2483, -2.8475, 1.4267], [0.5786, -4.1509, 2.4068], [-3.2712, -3.8416, 1.7218], [-3.0349, -3.1166, 3.3040], [-1.6127, -5.6353, 2.2215], [-2.8514, -5.6017, 3.4662], [-1.2644, -4.9282, 3.7994], [-1.3462, -0.6594, 3.4497], [0.3375, -1.0071, 3.0744], [-1.4664, -2.6919, 4.9335], [-0.1660, -1.6242, 5.4310], [0.2129, -3.0883, 4.5402]],
  "atomic_forces_ev_per_a": [[0.555, 0.738, -0.449], [-0.025, 0.020, 0.013], [0.058, 0.092, -0.092], [-0.092, 0.115, 0.056], [0.015, -0.011, -0.012], [-0.001, -0.008, 0.013], [0.005, 0.010, 0.005], [-0.013, -0.004, -0.014], [0.008, -0.044, 0.039], [0.083, -0.098, 0.069], [0.026, 0.027, 0.026], [-0.032, -0.009, -0.005], [0.015, 0.009, 0.024], [0.037, -0.022, 0.013], [-0.039, 0.020, -0.019], [-0.159, -0.146, -0.061], [0.005, -0.067, -0.056], [0.012, 0.045, 0.037], [-0.022, -0.030, -0.018], [0.030, 0.021, -0.009], [-0.062, -0.022, 0.103], [-0.005, 0.015, -0.006], [0.003, 0.000, 0.000], [-0.001, -0.003, -0.002], [0.004, -0.001, -0.001], [0.003, 0.008, 0.005], [0.003, 0.001, -0.003], [-0.003, 0.007, -0.003], [-0.002, 0.003, -0.010], [-0.004, 0.004, 0.004], [0.008, -0.015, 0.022], [-0.002, 0.015, 0.005], [0.002, 0.001, -0.002], [0.005, 0.002, 0.001], [-0.001, 0.003, 0.003], [0.039, 0.025, -0.038], [-0.023, 0.004, 0.004], [0.077, -0.009, 0.069], [0.011, 0.017, -0.028], [0.006, -0.002, 0.048], [-0.284, -0.005, 0.082], [-0.069, 0.149, -0.217], [0.180, 0.055, -0.073], [-0.121, -0.018, -0.030], [0.006, -0.007, -0.006], [0.001, 0.008, -0.018], [0.041, -0.078, 0.050], [0.018, 0.003, 0.085], [-0.043, 0.007, -0.028], [0.004, -0.004, 0.003], [-0.192, -0.005, 0.031], [-0.059, 0.043, -0.059], [-0.027, 0.046, 0.078], [0.071, -0.935, 0.528], [0.143, 0.091, 0.026], [-0.070, -0.010, -0.034], [-0.123, 0.160, -0.070], [0.015, -0.048, -0.030], [0.014, -0.017, -0.013], [0.005, -0.031, 0.045], [0.013, -0.003, -0.011], [0.017, -0.002, -0.002], [0.013, 0.003, -0.029], [-0.072, 0.007, -0.072], [-0.013, -0.030, 0.001], [0.011, 0.008, 0.022], [0.005, -0.002, 0.000], [0.028, 0.038, 0.046], [0.039, -0.041, -0.016], [-0.056, -0.056, -0.012], [-0.014, -0.030, -0.004], [0.001, 0.003, -0.005], [-0.005, -0.009, 0.002]],
  "lowdin_charge": [0.29, 0.13, 1.36, -0.36, -0.12, -0.07, -0.06, -0.07, -0.12, -0.37, -0.11, -0.06, -0.06, -0.07, -0.15, -0.36, -0.11, -0.07, -0.06, -0.07, -0.13, 0.10, 0.11, 0.11, 0.11, 0.09, 0.10, 0.11, 0.11, 0.11, 0.09, 0.10, 0.11, 0.11, 0.11, 0.09, 0.69, -0.66, -0.09, -0.06, -0.32, -0.30, -0.05, -0.09, 0.11, 0.11, 0.05, 0.06, 0.11, 0.11, 0.26, -0.17, -0.40, 0.83, -0.38, -0.14, -0.38, -0.14, 0.08, 0.04, 0.07, 0.06, 0.07, 0.04, 0.07, 0.07, 0.08, 0.06, 0.03, 0.03, 0.07, 0.08, 0.07],
  "fmax_ev_per_a": 1.08,
  "gap_ev": 7.315,
  "lumo_energy_ha": -0.120,
  "relative_energy_kcal_mol": 15.9,
  "energy_ha": -7057.79590,
  "charge": 1
}

[2]
{
  "formula": "C29H37AsBCl2InN4O5S2",
  "method": "ωB97M-V/def2-TZVPD",
  "symbols": ["In", "O", "C", "O", "C", "O", "C", "C", "O", "O", "H", "H", "H", "H", "H", "C", "N", "C", "C", "N", "B", "N", "C", "C", "N", "C", "C", "S", "C", "S", "H", "H", "H", "H", "H", "H", "H", "H", "H", "H", "H", "H", "Cl", "C", "Cl", "H", "H", "C", "C", "C", "C", "C", "C", "C", "H", "H", "H", "H", "H", "C", "As", "C", "C", "C", "C", "C", "C", "C", "C", "H", "H", "H", "H", "H", "H", "H", "H", "H", "H", "H", "H", "H"],
  "coordinates": [[-1.1613, -0.3638, -1.2897], [-3.1600, 0.9384, -5.5684], [-2.0675, 0.1632, -5.3617], [-1.8981, -0.9170, -5.8938], [-1.0865, 0.9361, -4.4746], [-0.2465, 0.0654, -3.7833], [1.0100, 0.6288, -3.4050], [0.9881, 1.6734, -2.2206], [1.8068, 2.5789, -2.2245], [-0.0212, 1.5295, -1.4536], [-3.8138, 0.3310, -6.0061], [-1.7072, 1.5108, -3.7942], [-0.5462, 1.6202, -5.1020], [1.4957, 1.0868, -4.2854], [1.5420, -0.2302, -3.0323], [-2.7667, 3.4759, -1.5535], [-3.5578, 3.0081, -0.4083], [-2.9501, 2.5807, 0.7708], [-3.9480, 1.9089, 1.4244], [-5.1108, 1.9355, 0.6494], [-6.1132, 0.7513, 0.9026], [-5.6040, -0.4618, 0.0857], [-5.7740, -0.4269, -1.2825], [-5.0353, -1.4114, -1.8591], [-4.4293, -2.0710, -0.8036], [-3.6232, -3.2595, -0.9664], [-4.7674, -1.4913, 0.4025], [-4.2732, -2.1414, 1.8866], [-4.8392, 2.6224, -0.4889], [-5.9695, 3.0150, -1.8046], [-2.2546, 4.4855, -1.3603], [-3.4574, 3.5898, -2.3789], [-2.0427, 2.6987, -1.7816], [-1.9041, 2.8142, 0.9867], [-3.9512, 1.3504, 2.3181], [-6.0172, 0.4479, 2.0906], [-7.1834, 1.0716, 0.4877], [-6.4436, 0.3972, -1.6047], [-4.8791, -1.7092, -2.8547], [-2.8882, -3.1074, -1.7992], [-4.2567, -4.0860, -1.1754], [-2.9989, -3.4035, -0.0506], [-0.0972, 1.4551, 2.5122], [-1.0309, -0.0997, 2.6490], [-1.3751, -0.5097, 4.3545], [-0.4414, -0.8854, 2.2104], [-1.9677, -0.0121, 2.0713], [0.4559, -1.5742, -0.7160], [0.6871, -2.6394, 0.1118], [1.9487, -3.3107, 0.0932], [2.1641, -4.4350, 0.8626], [1.1907, -4.9762, 1.6936], [-0.0074, -4.2985, 1.8252], [-0.2609, -3.1483, 1.0793], [2.8525, -2.9264, -0.4027], [3.1773, -4.8338, 0.8712], [1.4183, -5.8143, 2.3250], [-0.7875, -4.6681, 2.4516], [-1.2235, -2.6942, 1.2180], [5.6223, -1.0310, 0.4438], [3.7797, -0.2851, 0.2064], [2.9939, -0.7295, 1.9311], [4.1521, 1.6252, 0.5440], [5.1185, 1.9210, 1.6265], [4.7201, 1.9176, 2.9539], [5.6997, 2.0533, 3.9845], [7.0223, 2.2792, 3.7197], [7.4063, 2.2833, 2.3694], [6.4478, 2.1323, 1.3660], [6.1152, -0.7657, 1.3931], [6.2628, -0.6332, -0.3307], [5.5956, -2.1046, 0.3435], [3.7537, -0.5172, 2.7284], [2.6991, -1.7579, 1.9270], [2.1547, -0.0976, 2.0366], [3.1649, 2.0779, 0.7570], [4.4742, 2.0291, -0.4238], [3.6744, 1.8473, 3.2045], [5.3402, 2.0785, 4.9865], [7.7347, 2.3634, 4.5124], [8.4388, 2.3666, 2.2069], [6.8304, 2.1829, 0.3657]],
  "atomic_forces_ev_per_a": [[-0.437, 0.474, 0.059], [-0.654, -1.379, -0.365], [0.685, -0.426, -0.644], [-0.378, 1.184, 0.857], [-0.953, -0.692, 0.291], [0.121, -0.026, 0.116], [0.391, 0.548, 0.180], [-1.250, -0.104, -1.500], [0.454, -0.182, 0.259], [0.098, 0.141, 0.329], [0.673, 0.891, 0.309], [-0.026, 0.332, 0.209], [0.436, 0.434, -0.457], [-0.069, -0.218, 0.352], [0.591, -0.287, -0.023], [0.031, 1.182, 0.570], [1.540, 0.757, -0.833], [-1.024, -0.322, 0.146], [0.405, 0.818, -1.300], [1.191, -0.231, 0.378], [-0.021, -0.046, 0.871], [0.607, -0.625, -0.284], [-0.678, 0.719, -0.213], [-0.633, 0.708, 1.515], [0.206, 0.062, 0.346], [1.840, 1.103, 0.195], [-0.227, -0.284, -1.041], [0.086, 0.372, 0.358], [-1.665, -0.034, -0.505], [1.122, -0.271, 1.111], [-0.665, -1.547, -0.089], [-0.124, 0.081, -0.155], [0.317, 0.221, 0.005], [-0.650, -0.250, -0.085], [0.075, -0.348, 0.837], [-0.311, 0.319, -0.415], [-0.408, -0.063, 0.051], [0.831, -0.922, -0.409], [0.093, -0.212, -0.927], [-0.736, -0.092, 0.492], [-0.409, -0.994, -0.043], [-0.823, -0.057, -0.670], [-0.396, -0.683, 0.129], [-0.350, 0.509, -0.164], [0.070, 0.170, -0.541], [0.414, -0.171, 0.046], [0.335, 0.134, 0.552], [0.334, -0.252, 0.214], [-0.291, -0.122, 0.200], [1.010, -0.468, 0.291], [0.241, 0.374, 0.159], [0.317, -0.153, 0.347], [0.127, 0.812, -1.299], [0.352, -0.787, 0.093], [-0.872, 0.058, -0.268], [-0.162, -0.176, -0.075], [0.035, -0.372, 0.097], [-0.391, -0.126, 0.520], [-0.299, 0.383, -0.175], [-0.094, 0.653, 0.605], [0.212, -0.382, -0.381], [2.086, 0.215, 0.463], [-0.498, 0.633, -0.373], [-0.863, -0.207, 0.212], [1.448, 0.252, 1.167], [-1.945, 0.372, -0.898], [-0.113, -0.583, -1.328], [-1.523, -0.080, 1.158], [2.123, 0.189, 0.298], [-0.399, -0.100, -0.106], [0.094, 0.097, -0.432], [-0.120, -0.387, -0.024], [-0.784, -0.297, -0.507], [-0.170, -0.565, 0.112], [-1.025, 0.638, 0.266], [0.359, -0.265, -0.159], [-0.033, -0.008, 0.220], [-0.125, -0.184, 0.106], [-0.176, -0.116, 0.726], [0.364, 0.125, 0.300], [1.224, 0.272, -0.840], [-0.171, -0.139, -0.590]],
  "lowdin_charge": [0.77, 0.09, -0.46, 0.10, -0.14, -0.22, -0.11, -0.65, 0.01, -0.21, 0.15, 0.11, 0.14, 0.13, 0.10, -0.04, -0.13, -0.07, -0.07, 0.01, -0.49, -0.01, -0.10, -0.08, -0.17, -0.09, -0.77, 0.50, -0.73, 0.40, 0.12, 0.02, 0.04, 0.08, 0.09, 0.06, 0.05, 0.06, 0.09, 0.08, 0.07, 0.04, 0.50, -0.96, 0.48, -0.02, -0.01, -0.10, -0.43, -0.14, -0.15, -0.16, -0.11, -0.09, 0.07, 0.09, 0.07, 0.09, 0.05, -0.33, 1.16, -0.30, -0.35, -0.34, -0.04, -0.09, -0.12, -0.08, -0.07, 0.02, 0.00, 0.00, 0.04, 0.00, -0.04, 0.08, 0.07, 0.11, 0.09, 0.08, 0.07, 0.10],
  "fmax_ev_per_a": 2.17,
  "gap_ev": [5.409, 5.410],
  "lumo_energy_ha": [0.143, 0.143],
  "relative_energy_kcal_mol": 84.6,
  "energy_ha": -5890.01061,
  "charge": -2
}